{
  "formula": "C28H56F3N2O23P6S2",
  "method": "ωB97M-V/def2-TZVPD",
  "species": ["O", "C", "C", "C", "C", "C", "P", "S", "N", "N", "S", "O", "O", "C", "F", "F", "F", "C", "C", "C", "C", "C", "C", "C", "H", "H", "H", "H", "H", "H", "H", "H", "H", "H", "H", "C", "O", "P", "O", "O", "C", "O", "C", "H", "H", "H", "H", "H", "H", "H", "H", "H", "C", "O", "P", "O", "O", "C", "O", "C", "H", "H", "H", "H", "H", "H", "H", "H", "H", "C", "O", "P", "O", "O", "C", "O", "C", "H", "H", "H", "H", "H", "H", "H", "H", "H", "C", "O", "P", "O", "O", "C", "O", "C", "H", "H", "H", "H", "H", "H", "H", "H", "H", "C", "O", "P", "O", "O", "C", "O", "C", "H", "H", "H", "H", "H", "H", "H", "H", "H"],
  "xyz": [[3.18414, 1.26967, 5.68194], [2.61492, 0.79323, 4.67577], [1.05960, 0.30862, 4.68485], [0.30359, 1.24610, 3.65275], [0.42331, 2.78886, 3.63335], [-0.38697, 3.47867, 2.54588], [-0.19534, 5.39881, 2.47171], [-1.48117, 6.25575, 1.30224], [-1.25705, 2.98026, 1.57671], [-1.28357, 1.66256, 1.67684], [-2.36929, 0.92254, 0.47332], [-3.49105, 1.90443, 0.20381], [-1.62394, 0.75916, -0.81884], [-3.18308, -0.63332, 1.09964], [-4.29970, -0.87826, 0.25009], [-2.31841, -1.75552, 0.89562], [-3.67280, -0.55717, 2.41430], [-0.62696, 0.77603, 2.53267], [3.38760, 0.67305, 3.27038], [4.52236, 1.63972, 2.83516], [5.27862, 1.51823, 1.46722], [4.84464, 0.39380, 0.49885], [3.69682, -0.61245, 0.88149], [2.99934, -0.44579, 2.24970], [1.01570, -0.80191, 4.39752], [0.69049, 0.48278, 5.74894], [1.05950, 3.38816, 4.35964], [-0.16543, 5.91405, 3.81811], [1.13770, 5.61363, 1.94321], [-0.78053, -0.35200, 2.40654], [4.87594, 2.48881, 3.52608], [6.09889, 2.24612, 1.16960], [5.34836, 0.28491, -0.53098], [3.41828, -1.44384, 0.13718], [2.18300, -1.17601, 2.55746], [1.26392, -7.38241, 2.46658], [0.72844, -6.49246, 3.44169], [1.45665, -5.09440, 3.71546], [0.71697, -4.17933, 4.61669], [1.73654, -4.50682, 2.25201], [0.60952, -4.13525, 1.47284], [2.91467, -5.51244, 4.22004], [3.08057, -5.78232, 5.60701], [0.51865, -7.52762, 1.68289], [2.18220, -7.00247, 2.01403], [1.47228, -8.34403, 2.93623], [-0.27549, -3.96974, 2.09192], [0.40055, -4.92654, 0.74979], [0.84368, -3.21584, 0.93270], [3.54477, -6.76304, 5.72077], [2.13026, -5.77847, 6.14548], [3.73787, -5.02499, 6.03734], [1.56029, -12.93143, -1.91012], [1.03360, -12.03592, -0.94002], [1.77256, -10.63910, -0.67389], [1.03836, -9.72048, 0.22558], [2.05449, -10.06053, -2.13768], [0.92833, -9.68459, -2.91873], [3.23019, -11.06406, -0.17117], [3.39774, -11.33015, 1.21541], [0.81146, -13.07509, -2.69184], [2.47982, -12.55927, -2.36640], [1.76381, -13.89240, -1.43593], [0.04518, -9.51043, -2.30031], [0.71398, -10.47783, -3.63835], [1.16808, -8.76990, -3.46212], [3.85664, -12.31318, 1.33152], [2.44859, -11.31905, 1.75610], [4.06047, -10.57503, 1.64168], [-7.74943, 1.44116, -2.85647], [-6.91257, 1.24740, -3.98801], [-5.92476, 2.42381, -4.44814], [-4.98220, 2.04540, -5.52473], [-5.23170, 2.90598, -3.08968], [-4.36032, 1.98970, -2.44208], [-6.90650, 3.63626, -4.79825], [-7.45252, 3.68483, -6.11175], [-7.48706, 0.69824, -2.09999], [-7.64276, 2.43810, -2.42394], [-8.78903, 1.29223, -3.15124], [-4.00427, 1.21572, -3.12641], [-4.89200, 1.52060, -1.61241], [-3.50477, 2.53737, -2.04921], [-8.53765, 3.77154, -6.03806], [-7.20966, 2.79289, -6.69370], [-7.05894, 4.56384, -6.62496], [-3.65442, 3.57042, -7.54414], [-4.07948, 4.20810, -8.74406], [-3.12183, 5.28437, -9.44639], [-3.58928, 5.74774, -10.77126], [-1.68284, 4.58518, -9.45009], [-1.52101, 3.43264, -10.26421], [-2.95602, 6.43170, -8.34286], [-3.94424, 7.45193, -8.30108], [-3.58656, 2.49673, -7.72739], [-2.68238, 3.93232, -7.20111], [-4.39236, 3.74748, -6.76514], [-2.28369, 3.37598, -11.04376], [-1.58134, 2.54157, -9.63497], [-0.53643, 3.46917, -10.73199], [-4.32912, 7.52680, -7.28248], [-4.77715, 7.24846, -8.97789], [-3.48288, 8.40122, -8.57831], [4.94721, 7.89766, 7.33274], [3.86489, 7.88376, 6.41000], [3.67553, 6.62654, 5.43740], [2.42081, 6.64662, 4.64880], [3.84270, 5.35867, 6.39780], [2.84380, 5.15172, 7.38791], [5.02070, 6.60007, 4.57416], [5.06836, 7.40438, 3.40102], [4.53922, 7.94065, 8.34461], [5.58198, 7.01358, 7.24536], [5.55323, 8.78753, 7.15883], [1.91640, 5.67551, 7.14507], [3.21760, 5.50822, 8.34995], [2.64009, 4.08249, 7.46235], [5.95821, 8.03399, 3.44287], [4.18893, 8.04473, 3.30268], [5.13437, 6.75195, 2.52866]],
  "homo_energy_ev": -11.28,
  "energy_ev": -165566.533,
  "lumo_ev": -5.889,
  "homo_lumo_gap_ev": 5.39,
  "total_charge": 1,
  "max_force_ev_per_a": 10.152
}

***

{
  "formula": "C3H8NOS",
  "method": "ωB97M-V/def2-TZVPD",
  "species": ["C", "C", "C", "N", "O", "S", "H", "H", "H", "H", "H", "H", "H", "H"],
  "xyz": [[0.47347, -0.88706, -0.24066], [-0.37062, -1.99594, 0.53226], [-1.52755, -0.07945, 0.71272], [-0.38677, 0.29140, 0.17940], [-1.57219, -1.34185, 0.99583], [0.91223, 2.80308, -0.95923], [1.49328, -0.78846, -0.10547], [0.26733, -0.79728, -1.29770], [-0.72930, -2.66629, -0.21751], [0.17384, -2.28657, 1.40543], [-2.27944, 0.52275, 1.14146], [-0.11434, 1.25843, -0.23993], [1.83904, 3.03119, -1.86561], [1.82102, 2.93605, -0.04099]],
  "homo_energy_ev": -14.21,
  "energy_ev": -17605.573,
  "lumo_ev": -3.902,
  "homo_lumo_gap_ev": 10.31,
  "total_charge": 1,
  "max_force_ev_per_a": 4.821
}